1.
Here is a molecular structure, C18H44GaNO7PS2 from the Open Molecules 2025 dataset. Energies are from wB97M-V/def2-TZVPD.

Calculated values
Total charge ... -1
Orbital gap ... 7.1288 eV
Highest occupied orbital energy ... -4.792 eV
Calculated total energy ... -118536.9534 eV
LUMO energy ... 2.3 eV

Each line ends with the Löwdin charge.
Geometry (Å):
C  3.032  6.272  -0.608  -0.087
C  3.206  6.377  -2.152  -0.294
O  4.196  5.504  -2.711  -0.241
P  3.856  3.875  -2.517  0.646
O  4.283  3.189  -3.799  -0.314
C  2.101  3.495  -2.066  -0.313
C  1.301  2.726  -3.179  -0.273
Ga  -0.358  1.844  -2.282  0.192
S  -0.184  -0.469  -2.565  0.286
C  -0.378  2.151  -0.216  -0.249
O  0.274  1.014  0.436  -0.254
N  -0.261  0.761  1.678  -0.060
O  0.198  1.477  2.511  0.033
C  -2.131  2.497  -3.131  -0.575
S  -2.322  4.331  -3.043  0.700
C  -2.935  4.703  -1.342  -0.549
C  -4.290  3.988  -1.012  -0.176
O  4.796  3.349  -1.229  -0.247
C  6.169  3.678  -1.407  -0.310
C  6.843  3.483  0.001  -0.077
H  3.299  5.286  -0.187  0.065
H  1.956  6.450  -0.393  0.080
H  3.588  7.035  -0.037  0.069
H  3.556  7.409  -2.365  0.113
H  2.260  6.267  -2.716  0.112
H  2.151  2.804  -1.194  0.080
H  1.501  4.358  -1.732  0.069
H  1.912  1.883  -3.546  0.038
H  0.991  3.423  -3.976  0.047
H  1.167  -0.679  -2.394  -0.235
H  0.206  3.052  0.082  0.047
H  -1.425  2.279  0.133  0.048
H  -2.264  2.125  -4.166  0.010
H  -2.940  2.022  -2.538  -0.011
H  -3.083  5.789  -1.222  0.060
H  -2.198  4.349  -0.595  0.045
H  -4.561  4.091  0.058  0.066
H  -4.205  2.902  -1.202  0.048
H  -5.093  4.389  -1.654  0.063
H  6.661  3.031  -2.155  0.114
H  6.346  4.730  -1.693  0.107
H  7.937  3.378  -0.071  0.067
H  6.601  4.394  0.584  0.068
H  6.338  2.645  0.507  0.073
C  -1.575  -2.299  0.679  -0.087
C  -3.058  -2.511  0.922  -0.274
O  -3.799  -2.790  -0.257  -0.160
C  -3.411  -3.947  -0.971  -0.283
C  -3.521  -5.228  -0.163  -0.085
H  -1.414  -1.489  -0.035  0.034
H  -1.072  -2.046  1.614  0.066
H  -1.096  -3.193  0.273  0.067
H  -3.486  -1.597  1.337  0.116
H  -3.225  -3.298  1.668  0.100
H  -2.400  -3.823  -1.373  0.109
H  -4.077  -4.011  -1.834  0.115
H  -2.862  -5.219  0.707  0.051
H  -3.251  -6.091  -0.777  0.074
H  -4.543  -5.364  0.201  0.078
C  -2.492  -7.427  4.990  -0.082
C  -2.180  -7.392  3.504  -0.283
O  -1.518  -6.212  3.088  -0.167
C  -0.261  -5.952  3.689  -0.277
C  0.771  -7.037  3.443  -0.081
H  -3.099  -6.564  5.272  0.082
H  -3.041  -8.337  5.240  0.075
H  -1.587  -7.405  5.599  0.064
H  -3.115  -7.427  2.943  0.117
H  -1.605  -8.275  3.203  0.106
H  -0.385  -5.763  4.761  0.106
H  0.095  -5.018  3.252  0.120
H  0.469  -7.995  3.872  0.063
H  1.728  -6.759  3.889  0.076
H  0.916  -7.190  2.371  0.083


2.
Here is a molecular structure, C7H19N2OSr from the Open Molecules 2025 dataset. Energies are from wB97M-V/def2-TZVPD.

Calculated values
ΔE to the lowest compared entry with this formula, charge and spin ... 0.0000 eV
Total charge ... -1
Orbital gap (spin up / spin down) ... 2.4856 / 2.4855 eV
Highest occupied orbital energy (spin up / spin down) ... 0.187 / 0.186 eV
Calculated total energy ... -13425.8257 eV
LUMO energy (spin up / spin down) ... 2.7 / 2.7 eV

Each line ends with the natural charge from an NBO analysis.
Geometry (Å):
C  -3.701  1.716  -1.884  -1.444
Sr  -1.651  1.469  -2.639  0.374
N  0.735  1.924  -2.154  -1.287
H  -2.267  3.493  -2.436  0.006
H  0.819  1.764  -1.146  0.368
H  -1.777  3.493  -3.037  -0.092
H  -4.573  2.255  -2.362  0.193
H  -3.779  1.738  -0.756  0.213
H  -3.526  0.716  -2.463  0.097
H  1.234  1.212  -2.669  0.384
H  1.038  2.853  -2.415  0.388
O  -1.243  0.212  -0.361  -0.801
C  -0.462  -0.321  0.561  0.698
C  -0.476  -1.849  0.784  -0.495
C  0.850  -2.528  0.458  -0.417
C  1.882  -2.378  1.545  -0.390
C  2.375  -0.907  1.730  -0.461
C  1.343  0.007  2.269  -0.257
N  0.353  0.427  1.247  -0.601
H  -0.756  -2.007  1.844  0.206
H  -1.276  -2.239  0.140  0.252
H  0.634  -3.595  0.313  0.209
H  1.242  -2.163  -0.508  0.227
H  1.477  -2.725  2.509  0.182
H  2.748  -3.013  1.318  0.206
H  3.222  -0.925  2.433  0.205
H  2.779  -0.552  0.775  0.224
H  0.788  -0.462  3.110  0.186
H  1.803  0.926  2.647  0.212
H  0.166  1.458  1.148  0.414


3.
Here is 2 unconnected molecules or ions with the total composition C8H15I from the Open Molecules 2025 dataset. Energies are from wB97M-V/def2-TZVPD.

Calculated values
ΔE to the lowest compared entry with this formula, charge and spin ... 2.2514 eV
Total charge ... 0
Orbital gap ... 8.5330 eV
Highest occupied orbital energy ... -8.065 eV
Calculated total energy ... -16636.3212 eV
LUMO energy ... 0.5 eV

Each line ends with the natural charge from an NBO analysis.
Geometry (Å):
C  0.606  -2.471  0.631  -0.359
C  -0.368  -1.537  0.702  -0.237
C  -1.861  0.070  -0.142  -0.651
C  -0.274  -0.906  -1.742  -0.662
C  0.780  2.047  -0.650  -0.726
C  0.618  1.173  1.643  -0.742
C  -0.599  -0.580  -0.344  0.074
C  0.940  0.896  0.247  -0.005
I  2.909  -0.045  -0.121  0.071
H  0.755  -3.325  1.152  0.202
H  1.017  -2.436  -0.366  0.180
H  -0.776  -1.322  1.694  0.197
H  -1.954  0.161  0.996  0.202
H  -1.965  1.026  -0.546  0.218
H  -2.749  -0.673  -0.288  0.229
H  -0.245  -0.022  -2.358  0.217
H  0.696  -1.272  -1.700  0.220
H  -0.983  -1.580  -2.267  0.226
H  1.561  2.754  -0.618  0.227
H  -0.157  2.545  -0.468  0.216
H  0.793  1.857  -1.736  0.220
H  0.507  0.318  2.249  0.229
H  -0.442  1.441  1.775  0.226
H  1.192  1.877  2.258  0.227


4.
Here is a molecular structure, C6H18O12Zr from the Open Molecules 2025 dataset. Energies are from wB97M-V/def2-TZVPD.

Calculated values
ΔE to the lowest compared entry with this formula, charge and spin ... 1.0911 eV
Total charge ... +1
Orbital gap (spin up / spin down) ... 2.5910 / 2.5462 eV
⟨S²⟩ ... 0.75
Highest occupied orbital energy (spin up / spin down) ... -7.665 / -7.665 eV
Multiplicity ... 2
Calculated total energy ... -32355.7368 eV
LUMO energy (spin up / spin down) ... -5.1 / -5.1 eV

Each line ends with the Mulliken spin population.
Geometry (Å):
Zr  17.241  -9.508  -14.528  0.876
C  20.877  -13.746  -12.485  -0.001
C  20.173  -14.491  -11.426  0.000
C  18.653  -14.057  -11.145  0.000
O  18.048  -14.656  -10.279  0.002
C  18.041  -12.980  -11.919  0.008
C  18.743  -12.387  -12.879  -0.001
C  20.192  -12.810  -13.236  -0.001
O  20.800  -12.376  -14.277  0.000
O  18.163  -11.408  -13.437  0.000
O  20.705  -15.263  -10.588  -0.001
H  21.893  -14.044  -12.699  0.000
H  17.051  -12.641  -11.652  0.001
O  16.632  -7.391  -14.144  0.026
H  16.883  -6.619  -14.652  0.004
H  16.059  -7.050  -13.457  0.000
O  16.336  -9.375  -12.453  0.007
H  16.688  -9.527  -11.576  0.000
H  15.386  -9.408  -12.340  0.002
O  19.238  -9.894  -15.497  0.007
H  20.150  -9.682  -15.300  0.000
H  19.254  -10.203  -16.403  0.001
O  16.929  -11.110  -16.115  0.013
H  16.890  -12.057  -15.982  0.004
H  16.780  -10.992  -17.053  0.000
O  15.376  -11.661  -13.770  0.012
H  15.599  -12.592  -13.743  -0.001
H  14.439  -11.633  -13.578  0.002
O  18.798  -8.648  -13.119  -0.002
H  19.537  -9.147  -12.772  0.002
H  18.695  -7.917  -12.511  0.003
O  15.101  -9.391  -14.978  0.007
H  14.284  -8.960  -14.726  -0.001
H  14.827  -10.107  -15.552  0.005
O  17.166  -8.494  -16.576  0.019
H  17.220  -7.543  -16.671  0.003
H  16.725  -8.789  -17.373  0.004


Repeat the second record exactly.
Here is a molecular structure, C7H19N2OSr from the Open Molecules 2025 dataset. Energies are from wB97M-V/def2-TZVPD.

Calculated values
ΔE to the lowest compared entry with this formula, charge and spin ... 0.0000 eV
Total charge ... -1
Orbital gap (spin up / spin down) ... 2.4856 / 2.4855 eV
Highest occupied orbital energy (spin up / spin down) ... 0.187 / 0.186 eV
Calculated total energy ... -13425.8257 eV
LUMO energy (spin up / spin down) ... 2.7 / 2.7 eV

Each line ends with the natural charge from an NBO analysis.
Geometry (Å):
C  -3.701  1.716  -1.884  -1.444
Sr  -1.651  1.469  -2.639  0.374
N  0.735  1.924  -2.154  -1.287
H  -2.267  3.493  -2.436  0.006
H  0.819  1.764  -1.146  0.368
H  -1.777  3.493  -3.037  -0.092
H  -4.573  2.255  -2.362  0.193
H  -3.779  1.738  -0.756  0.213
H  -3.526  0.716  -2.463  0.097
H  1.234  1.212  -2.669  0.384
H  1.038  2.853  -2.415  0.388
O  -1.243  0.212  -0.361  -0.801
C  -0.462  -0.321  0.561  0.698
C  -0.476  -1.849  0.784  -0.495
C  0.850  -2.528  0.458  -0.417
C  1.882  -2.378  1.545  -0.390
C  2.375  -0.907  1.730  -0.461
C  1.343  0.007  2.269  -0.257
N  0.353  0.427  1.247  -0.601
H  -0.756  -2.007  1.844  0.206
H  -1.276  -2.239  0.140  0.252
H  0.634  -3.595  0.313  0.209
H  1.242  -2.163  -0.508  0.227
H  1.477  -2.725  2.509  0.182
H  2.748  -3.013  1.318  0.206
H  3.222  -0.925  2.433  0.205
H  2.779  -0.552  0.775  0.224
H  0.788  -0.462  3.110  0.186
H  1.803  0.926  2.647  0.212
H  0.166  1.458  1.148  0.414


- What is the total charge in the first record?
  -1


- Which of these has the highest calculated total energy?
  C7H19N2OSr